No. 1
8 unconnected molecules or ions with the total composition C37H53N8O3, computed with ωB97M-V with the def2-TZVPD basis set.

```
101
Properties=species:S:1:pos:R:3
C 0.32599 -0.85938 -4.11342
C 0.12237 -0.53685 -2.62799
C 1.33350 0.06309 -1.85600
N 1.02043 1.30790 -1.11732
C 0.53935 2.43712 -1.92770
C 1.30613 3.73587 -1.62849
C 2.83613 3.63700 -1.71443
C 3.47289 3.93799 -3.08775
O 2.70181 4.81808 -3.90518
C 1.94575 4.12937 -4.88181
C 2.59344 0.24300 -2.75976
O 3.46710 -0.62921 -2.61453
O 2.59150 1.19294 -3.55594
H 1.07872 -1.64550 -4.24721
H -0.61248 -1.23304 -4.54849
H 0.64286 0.02552 -4.67341
H -0.15713 -1.47321 -2.12018
H -0.74552 0.13345 -2.52442
H 1.63236 -0.66223 -1.08995
H 0.30178 1.06151 -0.44281
H 0.62664 2.17911 -2.98657
H -0.53100 2.63012 -1.74016
H 1.03838 4.06056 -0.60890
H 0.93962 4.51738 -2.30627
H 3.27530 4.31035 -0.96771
H 3.12363 2.61682 -1.42968
H 4.43986 4.43645 -2.93571
H 3.64725 2.99409 -3.61958
H 2.59834 3.76770 -5.69266
H 1.42028 3.25824 -4.46944
H 1.22171 4.84186 -5.29313
N -2.38189 2.93573 0.12831
C -2.95376 4.14388 -0.15363
C -4.31224 3.99849 -0.05018
C -4.56751 2.64433 0.30278
C -3.35547 2.01318 0.39923
H -1.39304 2.75246 0.10604
H -2.34866 4.99692 -0.40876
H -5.04022 4.77513 -0.21784
H -5.52917 2.18158 0.45910
H -3.10364 0.99342 0.63844
N -2.38904 2.00986 3.86023
C -3.61322 1.41968 3.98803
C -3.73180 0.97460 5.27861
C -2.52555 1.31112 5.95241
C -1.71633 1.94707 5.04787
H -2.04180 2.42501 3.01339
H -4.28812 1.37262 3.15043
H -4.58509 0.46232 5.69150
H -2.27295 1.10083 6.97838
H -0.72549 2.35542 5.14903
N -8.29043 2.62646 1.56259
C -9.41611 2.35032 0.83676
C -9.86288 1.11152 1.21293
C -8.96726 0.62095 2.20272
C -8.00871 1.57976 2.39552
H -7.74485 3.46599 1.48979
H -9.80029 3.05219 0.11672
H -10.73054 0.60950 0.81862
H -9.01870 -0.32765 2.71039
H -7.15341 1.60585 3.04938
N -1.13286 -5.31074 -3.37958
C -0.59893 -5.55499 -4.61688
C 0.70729 -5.14342 -4.59742
C 0.97378 -4.62846 -3.30001
C -0.17989 -4.74470 -2.57320
H -2.07919 -5.50171 -3.10977
H -1.19216 -5.99176 -5.40227
H 1.39801 -5.19208 -5.42259
H 1.90390 -4.20646 -2.95360
H -0.40513 -4.46512 -1.55808
N 5.75495 -2.18679 0.66447
C 7.09824 -2.45119 0.71914
C 7.66850 -1.92208 -0.40940
C 6.62745 -1.31759 -1.16977
C 5.45666 -1.49347 -0.48104
H 5.08299 -2.45996 1.35714
H 7.52936 -2.99033 1.54576
H 8.71465 -1.96850 -0.66509
H 6.71150 -0.81845 -2.12052
H 4.44992 -1.20328 -0.74243
N -1.83011 -0.28948 9.66659
C -0.52474 0.04934 9.43874
C 0.25640 -1.00198 9.83723
C -0.61402 -2.01482 10.32570
C -1.89449 -1.54461 10.20637
H -2.62158 0.29358 9.46546
H -0.26416 1.00187 9.01001
H 1.33116 -1.04356 9.78030
H -0.33169 -2.97917 10.71377
H -2.83971 -1.99617 10.45402
N 5.11491 -3.87257 -2.91270
C 4.34689 -3.31378 -3.89071
C 4.25223 -4.22733 -4.91235
C 4.98611 -5.38382 -4.52160
C 5.51124 -5.12872 -3.27972
H 5.37619 -3.38903 -2.06798
H 3.96005 -2.31144 -3.76145
H 3.71324 -4.08166 -5.83459
H 5.11907 -6.29275 -5.08640
H 6.13515 -5.72751 -2.63775
```

Results
Frontier orbital gap ... 7.178 eV
HOMO level ... -5.20 eV
Net charge ... -1
Lowest unoccupied orbital energy ... 1.981 eV

=====

No. 2
A single C2H6N2O molecule at a distorted geometry, computed with ωB97M-V with the def2-TZVPD basis set.

```
11
Properties=species:S:1:pos:R:3
O 1.62779 -0.07195 1.18723
C 0.52976 -0.50037 1.47539
N -0.45647 -0.71321 0.54983
C -0.21568 -0.22964 -0.78503
N -0.34396 1.22110 -0.84876
H 0.17976 -0.40711 2.51691
H -1.18364 -1.34127 0.84048
H -0.89672 -0.65971 -1.51373
H 0.80530 -0.50713 -1.05387
H 0.50828 1.69374 -0.57519
H -0.55443 1.51555 -1.79325
```

Results
Energy above the lowest of the compared OMol25 structures with the same formula, charge and spin ... 1.007 eV
SMILES string ... NCNC=O
Frontier orbital gap ... 10.494 eV
HOMO level ... -9.55 eV
Net charge ... 0
Lowest unoccupied orbital energy ... 0.941 eV

=====

No. 3
A molecular structure, C15H12AsF30NaO3 at a distorted geometry, computed with ωB97M-V with the def2-TZVPD basis set.

```
62
Properties=species:S:1:pos:R:3
Na -0.93424 2.79501 -1.02410
As 2.67684 8.53713 -1.45345
F 3.20783 7.40861 -2.79109
F 3.29776 9.89308 -2.44784
F 1.99466 9.63803 -0.23095
F 1.92190 7.12374 -0.65624
F 4.27467 8.36965 -0.66432
F 1.13980 8.72789 -2.37058
C 7.28966 -1.49750 -1.32605
C 6.81922 -0.12100 -0.71415
C 7.54994 0.09611 0.64417
F 7.17392 1.14963 1.33063
F 7.44462 -0.83625 1.52033
F 7.00516 0.78636 -1.68917
F 5.52884 -0.12549 -0.46417
O 6.84830 -2.66926 -0.61601
C 7.90078 -3.56311 -0.15619
C 7.20998 -4.58278 0.75984
F 8.07339 -5.52898 1.05538
F 6.79264 -4.03873 1.90792
F 8.49941 -4.08847 -1.22406
F 8.83965 -2.84740 0.45392
H 8.31180 -1.55349 -1.70049
H 6.67468 -1.53363 -2.22526
H 8.61964 0.21201 0.46974
H 6.29501 -4.94416 0.29044
C -1.76449 0.27866 4.28196
C -0.85438 -0.53205 3.31847
C -0.53568 -1.98336 3.84986
F -1.52917 -2.68790 4.36867
F 0.08933 -2.67083 2.91801
F -1.36199 -0.62474 2.10567
F 0.30286 0.08503 3.21909
O -2.27863 1.46285 3.59713
C -3.10025 2.34095 4.33693
C -3.79927 3.39889 3.43614
F -4.33100 4.50037 4.02355
F -3.03421 3.81978 2.42248
F -3.99569 1.62751 4.97982
F -2.27975 2.91476 5.23431
H -1.20178 0.57335 5.16774
H -2.63456 -0.28714 4.61507
H 0.16263 -1.89314 4.68191
H -4.56704 2.95074 2.80544
C -6.57361 -2.29552 -3.77451
C -5.21202 -2.31538 -4.41131
C -5.24734 -1.80533 -5.92800
F -4.05181 -1.77374 -6.55244
F -6.10280 -2.40240 -6.72816
F -4.37810 -1.59337 -3.65925
F -4.68771 -3.55032 -4.33365
O -6.49243 -2.78599 -2.49373
C -7.30547 -2.11896 -1.52641
C -7.18879 -2.79987 -0.11505
F -5.97305 -3.17001 0.20879
F -7.71599 -1.99613 0.80161
F -6.66842 -0.96868 -1.40755
F -8.53081 -1.87479 -1.96252
H -7.27039 -2.96443 -4.27965
H -6.91103 -1.26140 -3.84422
H -5.55525 -0.76005 -5.90221
H -7.87776 -3.64433 -0.13225
```

Results
Energy above the lowest of the compared OMol25 structures with the same formula, charge and spin ... 4.809 eV
Frontier orbital gap ... 7.164 eV
HOMO level ... -10.50 eV
Net charge ... 0
Lowest unoccupied orbital energy ... -3.332 eV

=====

No. 4
A molecular structure, C32H32BrEuF6N7OSSb at a distorted geometry, computed with ωB97M-V with the def2-TZVPD basis set.

```
82
Properties=species:S:1:pos:R:3
Eu 8.58690 12.45310 12.82342
N 4.89100 14.11626 15.57742
C 5.70858 14.27463 14.39858
S 5.52358 12.95675 13.26806
N 7.22353 15.53605 13.04558
N 7.36453 14.63257 12.07630
C 7.40137 15.15419 10.89908
C 6.97434 16.55742 10.63703
C 7.87346 17.52231 10.21607
C 7.46458 18.84946 10.12511
C 6.16229 19.20089 10.44358
C 5.25841 18.22364 10.85520
C 5.66065 16.90234 10.94955
C 7.94547 14.32230 9.83262
C 7.86401 14.70018 8.47703
C 8.53608 13.94032 7.55779
C 9.24840 12.81151 7.96350
C 9.22660 12.47582 9.29132
N 8.58520 13.20629 10.21534
H 4.46780 14.98003 15.89344
H 4.13880 13.49845 15.29078
H 8.90063 17.20240 10.03678
H 8.16508 19.61020 9.80542
H 5.85225 20.23825 10.36932
H 4.24139 18.49823 11.08699
H 5.00149 16.14206 11.35149
H 7.33430 15.59622 8.17360
H 8.50180 14.22066 6.51091
H 9.80153 12.19428 7.25922
H 9.76434 11.59831 9.67163
O 8.30840 10.39285 13.80196
C 9.09900 9.47945 13.39607
C 10.02506 8.90514 14.27697
C 10.89127 7.92579 13.86345
C 10.90464 7.48218 12.53241
C 10.00518 8.06321 11.65156
C 9.11882 9.05111 12.05164
C 8.16996 9.63145 11.11288
N 7.46532 10.72931 11.24306
C 6.65023 10.86555 10.14840
C 6.87908 9.83011 9.29724
N 7.85374 9.05892 9.92086
H 10.00230 9.26594 15.30082
H 11.58079 7.47917 14.57648
H 11.59835 6.72338 12.17658
H 10.02853 7.76830 10.60566
H 6.00961 11.73168 10.05920
H 6.45654 9.57607 8.33186
H 8.20120 8.16851 9.62567
C 5.70454 17.21986 15.69284
C 6.91941 16.32986 15.36031
C 8.04805 17.28765 14.91280
C 7.44861 15.57691 16.58234
C 6.59413 15.29516 14.29358
H 6.00517 18.16929 16.17286
H 4.99580 16.73155 16.36593
H 5.16676 17.47260 14.77541
H 8.28428 17.94353 15.75918
H 7.73241 17.93246 14.08403
H 8.94457 16.75668 14.58147
H 7.73064 16.28578 17.36937
H 8.33229 14.99633 16.30757
H 6.68178 14.90839 16.98711
H 7.85256 16.31171 12.87549
Br 5.61437 11.60627 18.84726
C 7.20119 11.79116 17.81078
C 8.43822 11.79830 18.41694
C 9.54345 11.92550 17.59833
C 9.35675 12.09662 16.24474
N 8.15426 12.10692 15.68750
C 7.08247 11.93173 16.42972
H 8.52109 11.66946 19.49010
H 10.53769 11.90817 18.02094
H 10.20458 12.25477 15.59424
H 6.11547 11.94936 15.92898
F 9.16776 13.98252 14.19240
Sb 10.74964 14.71367 11.81775
F 9.56251 16.46100 12.25766
F 10.43353 15.54577 10.03178
F 12.46187 14.33011 10.89010
F 10.46531 11.68799 12.20536
F 11.90769 15.78446 12.94841
```

Results
Energy above the lowest of the compared OMol25 structures with the same formula, charge and spin ... 0.000 eV
Spin multiplicity ... 7
Frontier orbital gap (spin up / spin down) ... 4.756 / 4.746 eV
HOMO level (spin up / spin down) ... -0.83 / -0.82 eV
Net charge ... -2
Lowest unoccupied orbital energy (spin up / spin down) ... 3.929 / 3.929 eV

=====

No. 5
A single C2H2N2O3 molecule at a distorted geometry, computed with ωB97M-V with the def2-TZVPD basis set.

```
9
Properties=species:S:1:pos:R:3
C -0.07453 -0.04761 -0.01924
C -0.99058 0.59065 0.79964
N 0.67848 -0.97132 0.68889
N 0.18784 0.49027 -1.21812
O -0.99753 1.86231 0.90964
O 0.82173 -2.20695 0.04996
O -0.54731 0.62276 -2.22098
H 1.36209 -2.61628 0.73617
H -0.44019 2.27616 0.27403
```

Results
Energy above the lowest of the compared OMol25 structures with the same formula, charge and spin ... 9.196 eV
Frontier orbital gap (spin up / spin down) ... 6.843 / 8.170 eV
HOMO level (spin up / spin down) ... -8.52 / -9.24 eV
Net charge ... 0
Lowest unoccupied orbital energy (spin up / spin down) ... -1.679 / -1.069 eV

=====

No. 6
A molecular structure, C3H7LaO3 at a distorted geometry, computed with ωB97M-V with the def2-TZVPD basis set.

```
14
Properties=species:S:1:pos:R:3
O 1.03212 -1.85351 0.10655
C 1.39772 -0.64373 0.68504
C 0.18813 0.07891 1.27492
O -0.90575 0.09644 0.32115
C -0.79031 0.95698 -0.80086
La -0.67132 -2.05756 -1.08074
H 1.89662 0.02271 -0.04913
H 2.11763 -0.78229 1.51334
H 0.41760 1.10720 1.58334
H -0.21418 -0.46879 2.13526
H -1.65043 1.63621 -0.76452
H 0.13451 1.54533 -0.79869
O -1.02954 0.05331 -1.87082
H -1.92279 0.30880 -2.25482
```

Results
Energy above the lowest of the compared OMol25 structures with the same formula, charge and spin ... 0.195 eV
Frontier orbital gap ... 9.577 eV
HOMO level ... -18.75 eV
Net charge ... +2
Lowest unoccupied orbital energy ... -9.178 eV

=====

| no. | E (eV) |
| --- | --- |
| 1 | -57291.745 |
| 2 | -7198.781 |
| 3 | -168671.325 |
| 4 | -169239.973 |
| 5 | -11219.610 |
| 6 | -10209.397 |